No. 1
Formula: C11H13NS
Source: the Open Molecules 2025 dataset
Level of theory: wB97M-V/def2-TZVPD

Structure (XYZ):
```
26
C11H13NS (wB97M-V/def2-TZVPD)
C 3.869 -0.590 0.706
C 4.027 0.771 0.906
C 2.722 -1.095 0.120
C 3.043 1.644 0.472
C 1.680 -0.245 -0.267
C 1.908 1.134 -0.122
C -1.464 1.047 0.112
C -2.752 0.708 0.085
C -0.571 1.011 -1.023
C -3.657 0.829 1.260
C 0.300 -1.690 -1.669
N 0.460 -0.680 -0.673
S 0.757 2.170 -0.988
H 4.653 -1.270 1.009
H 4.917 1.156 1.382
H 2.611 -2.159 -0.026
H 3.168 2.712 0.553
H -1.023 1.403 1.034
H -3.198 0.334 -0.830
H -0.998 0.867 -2.006
H -4.562 1.368 0.987
H -3.956 -0.160 1.609
H -3.164 1.353 2.076
H 0.552 -2.659 -1.229
H -0.748 -1.719 -1.969
H 0.926 -1.542 -2.560
```

Charge   0
LUMO energy   0.5 eV
HOMO energy   -7.49 eV

***

No. 2
Formula: C30H55MgN2O2P2
Source: the Open Molecules 2025 dataset
Level of theory: wB97M-V/def2-TZVPD

Structure (XYZ):
```
92
C30H55MgN2O2P2 (wB97M-V/def2-TZVPD)
C 2.212 -1.338 -0.599
C 1.443 0.710 -1.500
C 3.199 -1.407 -1.580
C 2.241 0.508 -2.655
C 3.201 -0.484 -2.628
H 3.955 -2.168 -1.465
H 2.159 1.211 -3.493
H 3.919 -0.587 -3.437
N 1.382 -0.285 -0.548
P 0.424 -2.610 1.173
P 0.026 2.493 0.180
C 2.129 -2.468 0.451
H 2.479 -3.432 0.031
H 2.846 -2.250 1.266
C -1.843 -0.632 2.571
O -2.654 -0.588 3.406
C 0.738 1.959 -1.360
H 0.272 2.335 -2.259
C -1.683 3.444 0.027
C 1.494 3.682 0.367
C -0.462 -3.694 -0.111
C 0.694 -3.494 2.810
C -2.790 2.594 0.678
H -2.569 2.389 1.732
H -3.738 3.155 0.638
H -2.934 1.635 0.175
C -1.622 4.769 0.784
H -1.369 4.611 1.838
H -0.911 5.472 0.344
H -2.611 5.247 0.751
C -2.025 3.677 -1.438
H -2.966 4.253 -1.493
H -1.252 4.245 -1.976
H -2.198 2.717 -1.942
C 1.402 4.327 1.752
H 0.933 3.656 2.488
H 2.420 4.540 2.102
H 0.839 5.267 1.725
C 2.791 2.849 0.275
H 2.762 2.000 0.971
H 2.945 2.466 -0.740
H 3.652 3.487 0.515
C 1.440 4.700 -0.791
H 1.023 4.281 -1.717
H 0.875 5.605 -0.537
H 2.470 4.997 -1.031
C -0.701 -3.820 3.375
H -0.571 -4.209 4.395
H -1.333 -2.923 3.430
H -1.226 -4.587 2.789
C 1.410 -2.519 3.765
H 2.422 -2.269 3.413
H 0.843 -1.594 3.929
H 1.516 -3.020 4.740
C 1.552 -4.759 2.686
H 2.473 -4.584 2.115
H 1.842 -5.068 3.701
H 1.012 -5.600 2.241
C -0.048 -3.267 -1.527
H 1.000 -3.520 -1.743
H -0.682 -3.803 -2.251
H -0.193 -2.190 -1.683
C -1.971 -3.434 0.069
H -2.226 -2.407 -0.214
H -2.517 -4.129 -0.584
H -2.317 -3.601 1.098
C -0.164 -5.187 0.059
H 0.912 -5.411 0.012
H -0.589 -5.606 0.982
H -0.642 -5.722 -0.779
Mg -0.194 -0.070 0.936
N -1.549 -0.200 -0.651
C -1.764 0.047 -1.784
C -2.075 0.248 -3.217
C -1.348 1.365 -4.005
C -1.591 -1.071 -3.837
C -3.595 0.525 -3.215
H -1.544 2.399 -3.696
H -0.261 1.233 -4.080
H -1.725 1.316 -5.035
H -1.960 -1.932 -3.253
H -1.903 -1.212 -4.876
H -0.485 -1.068 -3.803
H -3.940 1.164 -4.040
H -4.093 -0.442 -3.308
H -3.947 0.997 -2.275
C 1.066 1.232 3.654
O 1.230 0.472 2.428
H 1.753 2.087 3.663
H 1.224 0.604 4.543
H 0.043 1.611 3.683
H 2.116 0.085 2.401
```

Charge   +1
LUMO energy   -2.9 eV
HOMO energy   -8.45 eV

***

No. 3
Formula: C4H6NO3
Source: the Open Molecules 2025 dataset
Level of theory: wB97M-V/def2-TZVPD

Structure (XYZ):
```
14
C4H6NO3 (wB97M-V/def2-TZVPD)
O -1.390 2.295 0.277
C -2.008 1.302 -0.095
C 0.127 -0.860 0.061
C 0.725 0.172 0.996
N 0.395 -2.094 -0.244
C 1.372 -1.122 -1.101
O -2.524 0.381 0.598
O 1.254 -0.300 -1.920
H -1.984 1.131 -1.202
H -1.016 -0.789 0.017
H 1.232 0.866 0.336
H -0.043 0.749 1.493
H 1.485 -0.248 1.620
H 2.375 -1.484 -0.836
```

Charge   0
LUMO energy (spin up / spin down)   -2.6 / -3.7 eV
HOMO energy (spin up / spin down)   -9.11 / -8.93 eV
Multiplicity   2

***

No. 4
Formula: C27H29BrN10Pb
Source: the Open Molecules 2025 dataset
Level of theory: wB97M-V/def2-TZVPD

Structure (XYZ):
```
68
C27H29BrN10Pb (wB97M-V/def2-TZVPD)
Pb 0.111 0.631 -0.428
C -2.077 0.645 5.070
C -0.768 0.319 5.406
C 0.191 0.181 4.426
C -0.144 0.414 3.081
C -1.455 0.784 2.761
C -2.417 0.877 3.744
N 0.756 0.322 2.040
N 1.985 0.203 2.370
C 2.948 0.217 1.408
C 4.248 0.529 1.835
C 5.254 0.620 0.894
C 4.944 0.409 -0.447
C 3.643 0.075 -0.776
N 2.671 -0.043 0.117
H -2.830 0.719 5.838
H -0.500 0.181 6.443
H 1.203 -0.098 4.675
H -1.682 1.026 1.737
H -3.429 1.144 3.478
H 4.419 0.719 2.881
H 6.265 0.846 1.195
H 5.703 0.476 -1.209
H 3.366 -0.124 -1.802
N 0.383 1.427 -5.048
C 0.390 0.484 -4.096
N 0.288 1.056 -2.917
C 0.226 2.390 -3.198
N 0.283 2.626 -4.493
C 0.200 3.444 -2.208
C 0.429 4.767 -2.612
N 0.518 5.743 -1.735
C 0.350 5.442 -0.457
C 0.095 4.138 -0.042
N 0.035 3.137 -0.915
H 0.440 1.336 -6.055
H 0.480 -0.568 -4.273
H 0.562 5.006 -3.658
H 0.432 6.262 0.243
H -0.055 3.893 0.997
Br -6.980 0.370 -0.674
C -5.074 0.294 -0.618
C -4.443 -0.516 0.311
C -3.057 -0.560 0.338
C -2.270 0.208 -0.524
C -2.945 0.992 -1.459
C -4.328 1.035 -1.520
H -5.024 -1.094 1.014
H -2.594 -1.197 1.083
H -2.387 1.593 -2.163
H -4.822 1.646 -2.258
N 0.454 -5.093 -0.597
C 1.537 -4.327 0.078
C 1.576 -2.906 -0.496
N 0.306 -2.229 -0.345
C -0.743 -2.977 -1.002
C -0.860 -4.404 -0.455
H 0.399 -6.044 -0.213
H 0.679 -5.170 -1.596
H 2.494 -4.828 -0.061
H 1.315 -4.290 1.146
H 1.817 -2.945 -1.562
H 2.353 -2.327 0.002
H 0.092 -2.087 0.637
H -0.517 -3.010 -2.071
H -1.693 -2.456 -0.877
H -1.632 -4.957 -0.988
H -1.117 -4.380 0.605
```

Charge   +2
LUMO energy   -6.3 eV
HOMO energy   -12.05 eV

***

No. 5
Formula: C3H7NO2
Source: the Open Molecules 2025 dataset
Level of theory: wB97M-V/def2-TZVPD

Structure (XYZ):
```
13
C3H7NO2 (wB97M-V/def2-TZVPD)
C -0.177 -1.280 -0.688
C -0.357 0.168 -0.306
N -1.607 0.737 -0.558
C 0.701 0.974 -0.196
O 1.473 1.842 -0.016
H 0.519 -1.766 0.002
H -1.129 -1.820 -0.644
H 0.225 -1.382 -1.701
H -2.046 0.413 -1.418
H -1.635 1.753 -0.495
O 1.513 -0.225 2.095
H 2.003 0.608 1.969
H 0.517 -0.022 1.956
```

Charge   0
LUMO energy   0.7 eV
HOMO energy   -7.84 eV

***

No. 6
Formula: C12H10B3ClO8
Source: the Open Molecules 2025 dataset
Level of theory: wB97M-V/def2-TZVPD

Structure (XYZ):
```
34
C12H10B3ClO8 (wB97M-V/def2-TZVPD)
O 0.549 -0.179 4.396
C -0.028 -0.539 3.379
C 0.578 -0.355 2.046
C -0.054 -0.747 0.936
C -1.386 -1.382 0.995
O -1.963 -1.742 -0.022
C -1.993 -1.566 2.328
C -1.360 -1.174 3.438
H 1.556 0.112 2.020
H 0.376 -0.618 -0.050
H -2.970 -2.033 2.354
H -1.790 -1.303 4.424
O -6.169 1.839 -3.514
C -5.065 1.313 -3.543
C -4.242 1.323 -4.768
C -3.036 0.746 -4.799
C -2.475 0.076 -3.609
O -1.371 -0.449 -3.637
C -3.298 0.067 -2.383
C -4.503 0.644 -2.353
H -4.667 1.819 -5.633
H -2.420 0.744 -5.690
H -2.873 -0.429 -1.519
H -5.120 0.646 -1.462
O 7.642 -0.471 1.606
B 6.422 0.253 1.179
O 6.126 1.685 1.476
B 4.695 1.833 1.807
O 3.693 0.753 1.897
B 4.243 -0.553 1.456
Cl 3.702 -2.213 2.123
O 5.339 -0.474 0.426
H 7.553 -0.559 2.614
H 4.308 2.934 2.080
```

Charge   0
LUMO energy   -1.7 eV
HOMO energy   -10.18 eV